{"formula": "C6H12NO", "method": "ωB97M-V with the def2-TZVPD basis set", "relative_energy_kj_mol": 209.54, "e_homo_ev": -13.509, "total_energy_ev": -9944.933, "total_charge": 1, "fmax_ev_per_a": 4.9, "elements": ["C", "C", "C", "C", "C", "C", "N", "O", "H", "H", "H", "H", "H", "H", "H", "H", "H", "H", "H", "H"], "positions_angstrom": [[-1.712, 1.290, 1.371], [2.603, -0.900, -0.893], [-1.198, -0.052, 1.627], [1.271, -0.656, -0.760], [-1.306, -1.055, 0.742], [0.749, 0.473, -1.489], [1.570, 1.089, -2.352], [-0.553, 0.681, -1.506], [-2.047, 1.608, 0.438], [-0.813, 1.962, 1.774], [3.181, -1.759, -0.481], [3.190, -0.411, -1.566], [-0.697, -0.208, 2.544], [0.574, -1.409, -0.251], [-1.189, -2.107, 0.925], [-2.169, -1.022, 0.047], [2.531, 0.965, -2.115], [-2.416, 1.478, 2.135], [1.194, 1.874, -2.950], [-0.911, 0.007, -0.849]], "forces_ev_per_a": [[3.480, 1.574, 3.115], [-2.060, -2.661, 1.864], [-0.356, -1.379, -2.056], [1.821, -2.172, 0.885], [-2.582, -0.245, 0.415], [-0.759, -0.171, -2.195], [-3.060, 1.389, 0.607], [1.815, -0.373, 0.335], [-0.505, 0.110, -1.609], [-1.809, -0.774, -1.261], [-1.092, 0.640, 0.024], [1.686, 1.631, -1.392], [0.625, -0.065, 0.879], [1.325, 1.734, -0.654], [1.014, -0.263, 0.537], [0.620, 0.686, -0.373], [0.466, 0.588, -0.638], [-1.254, 0.433, 0.737], [0.919, -1.218, 1.027], [-0.295, 0.537, -0.247]]}


{"formula": "C50H57N4O", "method": "ωB97M-V with the def2-TZVPD basis set", "e_homo_ev": -9.849, "total_energy_ev": -60776.066, "total_charge": 1, "fmax_ev_per_a": 2.8, "elements": ["C", "O", "C", "C", "C", "C", "C", "N", "C", "C", "C", "C", "C", "C", "C", "C", "C", "C", "C", "C", "N", "N", "C", "C", "C", "C", "C", "C", "C", "C", "C", "C", "C", "C", "C", "C", "C", "C", "H", "H", "H", "H", "H", "H", "H", "H", "H", "H", "H", "H", "H", "H", "H", "H", "H", "H", "H", "H", "H", "H", "H", "H", "H", "H", "H", "H", "H", "H", "H", "H", "H", "H", "H", "H", "H", "H", "H", "H", "H", "H", "H", "C", "N", "C", "C", "C", "C", "C", "C", "C", "C", "C", "C", "C", "C", "C", "C", "C", "H", "H", "H", "H", "H", "H", "H", "H", "H", "H", "H", "H", "H", "H"], "positions_angstrom": [[0.735, -5.097, 4.393], [0.339, -3.737, 4.701], [0.369, -2.750, 3.775], [0.732, -2.926, 2.418], [0.649, -1.827, 1.575], [0.152, -0.579, 1.990], [-0.058, 0.476, 0.987], [-0.955, 1.536, 1.214], [-2.066, 1.589, 2.121], [-2.379, 2.793, 2.787], [-1.681, 4.137, 2.493], [-0.647, 4.513, 3.560], [-2.649, 5.289, 2.201], [-3.387, 2.756, 3.758], [-4.091, 1.571, 4.014], [-3.872, 0.430, 3.241], [-2.938, 0.476, 2.200], [-2.953, -0.611, 1.116], [-4.180, -0.477, 0.209], [-2.794, -2.008, 1.697], [-0.930, 2.407, 0.194], [-0.103, 1.874, -0.731], [0.156, 2.687, -1.905], [0.709, 3.977, -1.735], [1.147, 4.479, -0.363], [1.118, 6.000, -0.209], [2.485, 3.904, 0.077], [0.855, 4.795, -2.867], [0.506, 4.326, -4.137], [-0.014, 3.041, -4.287], [-0.269, 2.234, -3.165], [-1.186, 1.017, -3.329], [-0.696, 0.000, -4.355], [-2.593, 1.503, -3.683], [0.522, 0.705, -0.217], [1.737, 0.002, -0.836], [-0.111, -0.406, 3.381], [-0.036, -1.471, 4.235], [0.486, -5.638, 5.315], [0.158, -5.513, 3.539], [1.827, -5.174, 4.201], [1.065, -3.902, 2.046], [0.921, -1.929, 0.521], [-1.143, 3.969, 1.554], [0.098, 3.711, 3.684], [-0.118, 5.435, 3.268], [-1.138, 4.689, 4.537], [-3.278, 5.038, 1.335], [-3.297, 5.511, 3.067], [-2.084, 6.199, 1.950], [-3.635, 3.671, 4.324], [-4.839, 1.540, 4.813], [-4.440, -0.496, 3.408], [-2.078, -0.436, 0.476], [-4.206, 0.513, -0.274], [-4.166, -1.235, -0.591], [-5.113, -0.600, 0.791], [-2.021, -2.015, 2.478], [-3.747, -2.375, 2.121], [-2.466, -2.717, 0.917], [0.376, 4.096, 0.317], [0.159, 6.415, -0.557], [1.242, 6.260, 0.853], [1.937, 6.475, -0.771], [2.505, 2.814, -0.031], [3.305, 4.334, -0.520], [2.661, 4.148, 1.133], [1.228, 5.810, -2.759], [0.602, 4.984, -5.006], [-0.299, 2.666, -5.273], [-1.204, 0.532, -2.346], [0.242, -0.479, -4.040], [-1.448, -0.793, -4.469], [-0.537, 0.464, -5.338], [-2.925, 2.279, -2.980], [-2.607, 1.943, -4.691], [-3.310, 0.675, -3.655], [2.029, 0.622, -1.728], [2.521, -0.039, -0.026], [-0.374, 0.584, 3.747], [-0.267, -1.378, 5.292], [-2.184, -4.021, -1.504], [-0.770, -3.712, -1.457], [-0.254, -2.446, -1.543], [1.129, -2.524, -1.640], [1.960, -1.308, -1.822], [3.494, -1.541, -1.514], [3.931, -2.077, -0.316], [5.242, -2.558, -0.195], [6.120, -2.403, -1.273], [5.757, -1.609, -2.366], [4.463, -1.088, -2.428], [1.493, -3.921, -1.611], [2.707, -4.623, -1.753], [2.698, -6.015, -1.623], [1.490, -6.725, -1.461], [0.270, -6.038, -1.396], [0.276, -4.646, -1.445], [-2.323, -5.068, -1.241], [-2.742, -3.376, -0.821], [-2.577, -3.834, -2.511], [-0.909, -1.578, -1.503], [1.903, -1.134, -2.933], [3.228, -2.233, 0.501], [5.572, -3.075, 0.719], [7.079, -2.930, -1.266], [6.460, -1.390, -3.182], [4.163, -0.392, -3.207], [3.624, -4.059, -1.908], [3.643, -6.570, -1.655], [1.502, -7.823, -1.413], [-0.690, -6.562, -1.385]], "forces_ev_per_a": [[-0.051, 0.324, -0.080], [0.193, -0.032, -0.353], [-0.089, -0.285, -0.548], [0.005, -0.004, 0.966], [-0.318, 0.444, -0.479], [0.530, -0.510, 0.596], [-0.880, 0.725, 1.870], [0.972, 0.048, -2.413], [-1.444, 0.542, 0.495], [0.176, 0.438, 0.497], [0.492, -0.517, -0.396], [-0.085, -0.064, 0.336], [-0.290, -0.156, 0.126], [-0.285, -0.325, -0.032], [0.152, 0.018, 0.224], [0.104, 0.418, -0.261], [0.280, -0.215, -0.272], [0.708, 0.245, 0.102], [-0.403, 0.205, 0.088], [-0.104, -0.536, 0.153], [0.200, -2.448, -1.130], [-0.113, -0.061, 2.755], [0.100, 0.455, -0.747], [0.445, 0.278, -0.162], [-0.768, -0.078, 0.160], [-0.009, 0.136, -0.168], [0.321, 0.015, -0.016], [-0.258, -0.626, 0.026], [-0.028, -0.232, 0.082], [-0.016, 0.196, 0.348], [-0.167, -0.092, -0.099], [0.551, 0.151, 0.281], [0.155, -0.208, -0.070], [-0.164, 0.249, 0.089], [0.201, 0.061, -2.051], [0.166, 0.912, -1.990], [0.014, 0.408, -1.132], [0.371, -0.768, 0.184], [0.141, 0.063, -0.444], [0.329, 0.331, 0.487], [-0.653, 0.166, 0.034], [-0.095, 0.507, 0.111], [-0.213, -0.237, 0.545], [-0.060, 0.339, 0.415], [-0.210, 0.260, 0.036], [-0.179, -0.290, 0.120], [0.288, -0.076, -0.421], [0.033, 0.115, 0.291], [0.226, -0.022, -0.390], [-0.132, -0.280, 0.136], [0.184, -0.596, -0.404], [0.298, 0.069, -0.303], [0.127, 0.582, -0.159], [-0.238, -0.106, 0.051], [-0.042, -0.282, 0.183], [0.028, 0.152, 0.300], [0.383, 0.034, -0.304], [-0.344, -0.089, -0.166], [0.432, 0.103, -0.132], [-0.223, 0.291, 0.423], [0.369, 0.238, 0.036], [0.339, -0.078, 0.119], [0.003, -0.052, -0.315], [-0.270, -0.080, 0.201], [0.108, 0.096, 0.002], [-0.224, -0.215, 0.178], [0.033, -0.057, -0.233], [-0.030, -0.242, 0.041], [0.068, -0.309, 0.317], [0.027, 0.236, 0.315], [-0.251, -0.111, -0.159], [-0.224, 0.177, -0.135], [0.189, 0.178, -0.042], [-0.063, -0.164, 0.243], [0.006, -0.186, -0.151], [-0.003, -0.157, 0.269], [0.122, 0.120, -0.032], [0.280, 0.705, 1.626], [-0.895, 0.142, -1.049], [-0.074, -0.281, 0.079], [0.047, 0.082, -0.143], [0.052, 0.173, -0.316], [0.140, -0.735, 0.475], [1.180, -0.744, -0.247], [-1.265, 0.182, 0.337], [1.691, -0.178, 1.065], [-0.662, 1.055, -0.826], [0.282, -0.933, 0.313], [0.000, 0.258, -0.086], [0.099, -0.252, -0.017], [0.009, 0.285, 0.072], [-0.351, -0.908, 0.067], [-0.449, -0.044, 0.050], [-0.246, -0.415, 0.432], [0.103, 0.382, -0.102], [-0.528, 0.402, 0.057], [-0.073, -0.568, -0.204], [0.305, 0.998, -0.541], [-0.165, 0.137, 0.028], [0.069, -0.248, -0.016], [0.042, -0.235, 0.107], [0.168, -0.220, -0.068], [0.054, 0.906, 1.184], [0.076, -0.152, -0.175], [-0.258, 0.295, -0.563], [-0.243, 0.435, 0.072], [-0.262, -0.122, 0.546], [0.049, -0.363, -0.233], [-0.111, -0.378, -0.015], [-0.415, 0.263, -0.101], [-0.032, 0.595, -0.015], [0.442, -0.049, 0.166]]}


{"formula": "C9H14O2", "method": "ωB97M-V with the def2-TZVPD basis set", "relative_energy_kj_mol": 44.68, "e_homo_ev": [-12.717, -12.717], "total_energy_ev": -13646.366, "spin_multiplicity": 2, "total_charge": 1, "fmax_ev_per_a": 1.4, "elements": ["C", "C", "O", "H", "H", "H", "H", "H", "H", "C", "C", "C", "C", "C", "C", "C", "O", "H", "H", "H", "H", "H", "H", "H", "H"], "positions_angstrom": [[-1.672, 2.933, -1.697], [-2.452, 3.028, -0.395], [-2.500, 3.293, -2.813], [-0.834, 3.630, -1.728], [-1.396, 1.891, -1.847], [-2.991, 3.973, -0.355], [-3.403, 3.039, -2.600], [-1.769, 2.912, 0.459], [-3.132, 2.181, -0.270], [2.103, 1.043, -0.165], [1.845, -2.545, 0.929], [2.305, -1.425, 0.300], [0.464, -2.547, 1.277], [1.487, -0.268, 0.124], [-0.387, -1.467, 0.915], [0.076, -0.389, 0.230], [-0.099, -3.489, 1.998], [2.510, -3.357, 1.180], [3.378, -1.322, 0.175], [0.321, -4.363, 1.903], [-1.456, -1.535, 1.111], [3.178, 1.022, -0.351], [1.954, 1.652, 0.743], [-0.567, 0.378, -0.164], [1.578, 1.579, -0.952]], "forces_ev_per_a": [[-1.320, 0.211, -0.432], [0.611, -0.401, 0.336], [0.264, 0.019, 0.300], [0.135, -0.296, 0.075], [0.719, -0.164, -0.007], [0.029, -0.024, 0.261], [-0.043, -0.009, -0.120], [-0.094, 0.450, -0.074], [-0.284, 0.196, -0.323], [0.066, 0.275, 0.441], [-0.439, 0.373, -0.586], [0.479, 0.227, 1.140], [0.158, -0.067, 0.473], [0.372, -0.144, -1.016], [-1.039, 0.366, -0.465], [0.722, -0.520, 0.561], [-0.209, -0.436, -0.537], [-0.083, -0.137, 0.051], [-0.117, 0.007, -0.320], [0.191, 0.308, 0.343], [0.267, -0.287, 0.128], [-0.181, -0.193, -0.102], [0.033, 0.016, -0.137], [-0.170, 0.224, 0.187], [-0.065, 0.005, -0.176]]}